The following is a quantum chemistry calculation of a 10-piece molecular cluster, C51H129N7O17 overall in a non-equilibrium geometry, from the OMol25 dataset.

For the largest force on an atom, the calculation gives 3.0 eV/Å. The value obtained for the LUMO energy is 0.56 eV. The energy relative to the best compared isomer or geometry (same formula, charge and spin) is 486.9 kJ/mol.

Last column: Mulliken charge in e.
Geometry (Å):
C (-0.3433, 2.5495, -3.6949)  -0.36
O (-0.4502, 3.7699, -4.3438)  -0.29
C (0.7016, 4.2266, -5.0252)  -0.72
C (0.4541, 5.6399, -5.5543)  -0.28
N (-0.6961, 5.6897, -6.4909)  -0.46
C (-1.0210, 7.0628, -6.7626)  -0.45
C (-2.2885, 7.0338, -7.6645)  -0.75
O (-3.3259, 6.3022, -6.9583)  -0.26
C (-4.6452, 6.3934, -7.5641)  -0.77
H (-0.0846, 1.8307, -4.4724)  0.55
H (-1.2505, 2.3259, -3.1335)  0.07
H (0.4885, 2.5461, -2.9905)  -0.01
H (0.9979, 3.4483, -5.7285)  0.48
H (1.2926, 4.3393, -4.1162)  0.34
H (1.2939, 6.2276, -5.9250)  0.49
H (0.1643, 6.1403, -4.6304)  -0.19
H (-1.4260, 5.2719, -5.9316)  0.43
H (-0.1665, 7.6905, -7.0154)  0.44
H (-1.4204, 7.3926, -5.8035)  0.16
H (-2.0007, 6.5910, -8.6180)  0.34
H (-2.6689, 8.0188, -7.9352)  0.48
H (-4.8038, 5.6177, -8.3133)  0.28
H (-4.8537, 7.3829, -7.9712)  0.31
H (-5.3729, 6.2636, -6.7631)  0.24
C (2.5922, -9.6770, -1.2254)  -0.80
O (3.4043, -8.4953, -1.0582)  -0.22
C (4.4330, -8.2796, -2.0116)  -0.83
C (4.8972, -6.8469, -2.0995)  -0.68
N (3.7992, -6.0145, -2.4341)  -0.19
C (4.3352, -4.7038, -2.5174)  -0.87
C (3.3403, -3.6404, -3.1405)  -0.83
O (2.1966, -3.4616, -2.3886)  -0.30
C (2.1636, -2.7125, -1.2052)  0.68
H (2.1876, -9.6854, -2.2375)  0.33
H (1.9061, -9.6769, -0.3784)  0.21
H (3.2046, -10.5758, -1.1539)  0.35
H (4.1467, -8.4816, -3.0437)  0.41
H (5.2507, -8.9520, -1.7520)  0.45
H (5.7207, -6.7937, -2.8116)  0.43
H (5.2900, -6.6103, -1.1107)  0.37
H (3.0782, -6.0832, -1.7302)  0.23
H (5.2208, -4.7635, -3.1500)  0.62
H (4.6838, -4.4045, -1.5290)  0.27
H (2.9205, -3.9805, -4.0872)  0.39
H (3.8722, -2.7098, -3.3382)  0.35
H (2.4285, -1.6822, -1.4429)  -0.07
H (2.8122, -3.1555, -0.4495)  0.10
H (1.1853, -2.6723, -0.7263)  -0.52
C (-4.8489, -0.7634, 2.1071)  -0.54
O (-5.5806, -0.5702, 0.9453)  -0.42
C (-5.1063, -1.3659, -0.1208)  0.30
C (-6.0688, -1.2483, -1.2913)  -1.35
N (-6.3000, 0.0969, -1.7535)  -0.45
C (-5.1600, 0.6745, -2.4274)  0.77
C (-5.3690, 2.1687, -2.5486)  -1.17
O (-5.2283, 2.8527, -1.2857)  -0.16
C (-5.1537, 4.3088, -1.4275)  -0.83
H (-4.9093, -1.7589, 2.5469)  0.38
H (-5.2348, -0.0895, 2.8719)  0.44
H (-3.7867, -0.5284, 2.0399)  -0.11
H (-5.1993, -2.3974, 0.2188)  0.39
H (-4.0733, -1.2586, -0.4517)  0.05
H (-7.0555, -1.6788, -1.1204)  0.42
H (-5.7343, -1.7832, -2.1802)  0.37
H (-6.2084, 0.6306, -0.9010)  0.47
H (-5.1021, 0.0847, -3.3422)  0.61
H (-4.2494, 0.5398, -1.8437)  -0.77
H (-6.3228, 2.3846, -3.0301)  0.39
H (-4.7009, 2.4655, -3.3571)  0.46
H (-6.1138, 4.7688, -1.6616)  0.38
H (-4.4801, 4.5839, -2.2391)  0.28
H (-4.7215, 4.8225, -0.5689)  0.20
C (3.5380, 1.8787, 1.6701)  -0.17
O (2.3414, 2.5529, 1.8800)  -0.17
C (2.4700, 3.9136, 2.3332)  -1.25
C (1.2554, 4.7506, 1.9241)  -0.01
N (0.0779, 4.4086, 2.7656)  -0.19
C (-1.0167, 5.3525, 2.4481)  0.03
C (-2.0771, 5.0809, 3.5541)  -1.11
O (-2.7117, 3.8436, 3.4496)  -0.30
C (-3.5807, 3.6668, 2.2566)  -0.17
H (4.2440, 2.4447, 1.0624)  0.41
H (3.2667, 0.9205, 1.2270)  -0.49
H (4.0476, 1.5864, 2.5882)  0.29
H (3.3744, 4.3746, 1.9361)  0.39
H (2.5248, 3.8682, 3.4208)  0.33
H (0.9935, 4.7018, 0.8671)  -0.29
H (1.5279, 5.7936, 2.0855)  0.77
H (-0.1803, 3.4608, 2.5311)  0.11
H (-1.4160, 5.3835, 1.4344)  -0.35
H (-0.6054, 6.3546, 2.5694)  0.63
H (-2.8663, 5.8327, 3.5637)  0.44
H (-1.6681, 5.2017, 4.5572)  0.36
H (-3.0663, 4.0239, 1.3644)  -0.13
H (-4.4413, 4.3304, 2.3418)  0.52
H (-3.9528, 2.6522, 2.1137)  0.04
C (1.8459, -1.7832, 11.7292)  -0.72
O (1.5970, -1.5524, 10.3330)  -0.32
C (1.1313, -2.8413, 9.7007)  -0.45
C (1.3010, -2.8630, 8.2026)  -0.88
N (0.4996, -1.8832, 7.5656)  -0.28
C (0.5800, -1.8698, 6.0816)  -1.12
C (-0.3648, -0.8681, 5.3906)  0.28
O (0.2673, 0.3878, 5.4687)  -0.44
C (-0.5671, 1.3532, 4.8266)  -0.52
H (1.0089, -2.4114, 12.0341)  0.31
H (1.7205, -0.8187, 12.2212)  0.25
H (2.7826, -2.3009, 11.9359)  0.26
H (0.0780, -3.0390, 9.8995)  0.29
H (1.7324, -3.6680, 10.0792)  0.42
H (0.9578, -3.8186, 7.8061)  0.41
H (2.3468, -2.9385, 7.9048)  0.36
H (0.9176, -1.0274, 7.9016)  0.28
H (0.4681, -2.8943, 5.7266)  0.56
H (1.6030, -1.5507, 5.8827)  0.60
H (-1.3199, -0.8477, 5.9156)  0.54
H (-0.5754, -1.2184, 4.3801)  -0.47
H (-1.5235, 1.6596, 5.2502)  0.37
H (-0.6721, 1.0952, 3.7728)  -0.06
H (0.0067, 2.2723, 4.7083)  0.35
C (-1.9526, -0.5632, -3.9207)  0.12
O (-1.9397, -1.9752, -3.6866)  -0.29
C (-0.7228, -2.5760, -4.1276)  -0.48
C (-0.6555, -4.1103, -3.8510)  -0.97
N (-0.4378, -4.3921, -2.4324)  0.28
C (-0.6642, -5.8032, -2.0461)  -0.98
C (-0.1869, -6.0872, -0.6635)  -0.35
O (1.1393, -5.7352, -0.4052)  0.21
C (1.4259, -5.5039, 0.9765)  -0.09
H (-2.0697, -0.4872, -5.0017)  0.58
H (-1.0855, -0.0142, -3.5534)  -0.11
H (-2.7335, -0.0663, -3.3451)  -0.40
H (0.2307, -2.1202, -3.8610)  0.30
H (-0.7127, -2.4953, -5.2145)  0.46
H (0.1840, -4.4482, -4.4585)  0.36
H (-1.5189, -4.5888, -4.3133)  0.57
H (0.5352, -4.1521, -2.3068)  -0.22
H (-0.0649, -6.4739, -2.6619)  0.39
H (-1.7320, -6.0213, -2.0623)  0.38
H (-0.3222, -7.1684, -0.6337)  0.30
H (-0.8673, -5.6708, 0.0793)  0.17
H (2.4247, -5.0796, 1.0782)  0.16
H (1.4001, -6.3883, 1.6132)  0.38
H (0.7419, -4.7481, 1.3626)  -0.43
C (3.5817, 1.2764, -2.4749)  -0.73
O (4.2966, 0.8122, -1.3510)  -0.13
C (5.3998, -0.0988, -1.6652)  -0.05
C (6.1602, -0.4848, -0.4150)  -0.90
N (5.1282, -1.0892, 0.4740)  0.37
C (5.5763, -1.4973, 1.7871)  -1.01
C (4.4544, -2.2535, 2.5537)  -0.50
O (3.2877, -1.4418, 2.6084)  -0.05
C (2.0484, -2.1159, 2.8010)  -0.05
H (4.1436, 1.8675, -3.1980)  0.44
H (2.6901, 1.8240, -2.1693)  0.00
H (3.1715, 0.4384, -3.0385)  0.28
H (6.0322, 0.5227, -2.2992)  0.47
H (4.9551, -0.9972, -2.0933)  -0.20
H (6.6834, 0.3502, 0.0510)  0.36
H (6.9292, -1.1719, -0.7682)  0.38
H (4.3139, -0.4942, 0.5295)  -0.36
H (5.9121, -0.5693, 2.2499)  0.40
H (6.4725, -2.1177, 1.7902)  0.45
H (4.8182, -2.5748, 3.5297)  0.47
H (4.2161, -3.1403, 1.9663)  0.16
H (1.2168, -1.4163, 2.8850)  -0.40
H (2.0865, -2.7065, 3.7163)  0.13
H (1.9996, -2.7834, 1.9406)  0.32
C (1.1358, 6.9447, -1.6182)  -1.09
C (-0.4338, 7.0407, -1.6922)  0.52
C (-1.2637, 5.7618, -1.7728)  0.32
O (-0.9934, 7.6869, -0.5807)  -0.58
H (1.6702, 7.8941, -1.5847)  0.41
H (1.5389, 6.3480, -2.4365)  0.18
H (1.4966, 6.5004, -0.6906)  0.12
H (-0.6626, 7.6084, -2.5941)  0.22
H (-1.1144, 5.1140, -0.9090)  -0.30
H (-0.8812, 5.2954, -2.6807)  -0.73
H (-2.3316, 5.9444, -1.8932)  0.59
H (-1.9179, 7.6950, -0.8390)  0.34
C (-2.7249, -3.2270, 4.1004)  -1.44
C (-2.7315, -3.7169, 2.6250)  0.57
C (-1.7708, -3.0294, 1.6071)  0.39
O (-2.5331, -5.1297, 2.6560)  -0.53
H (-2.6774, -2.1395, 4.0439)  0.13
H (-1.8074, -3.5019, 4.6209)  0.47
H (-3.6277, -3.3879, 4.6896)  0.49
H (-3.7463, -3.5146, 2.2822)  -0.13
H (-2.0343, -3.3670, 0.6047)  0.60
H (-0.7585, -3.3295, 1.8775)  -0.67
H (-1.8481, -1.9484, 1.7234)  -0.22
H (-3.2283, -5.4913, 3.2106)  0.35
C (0.4219, 0.3563, -0.3535)  -0.08
C (-0.5748, 1.5310, -0.0497)  0.61
C (-2.0782, 1.1172, -0.1159)  0.39
O (-0.3192, 2.0392, 1.2255)  0.49
H (1.4598, 0.6721, -0.2478)  -0.12
H (0.2574, -0.0350, -1.3575)  0.35
H (0.3504, -0.4469, 0.3799)  -0.13
H (-0.4713, 2.4387, -0.6441)  -0.46
H (-2.3568, 0.5355, -0.9945)  -0.55
H (-2.6491, 2.0444, -0.1663)  0.10
H (-2.2482, 0.5499, 0.7992)  -0.59
H (0.6254, 2.0902, 1.3888)  -0.01

---

The following is a quantum chemistry calculation of C7H8N2 as an isolated structure in a non-equilibrium geometry, from the OMol25 dataset.

The expectation value of S² is 2.0108. Its spin multiplicity is 3. For the largest force on an atom, the calculation gives 6.7 eV/Å. The value obtained for the LUMO energy (spin up / spin down) is 1.07 / -1.17 eV. The energy relative to the best compared isomer or geometry (same formula, charge and spin) is 473.4 kJ/mol.

Last column: Mulliken spin population.
Geometry (Å):
C (-0.8830, 0.6902, -0.0820)  0.73
C (-0.9841, -0.5874, -0.6142)  0.77
C (1.1169, 0.1012, 1.2828)  0.04
C (1.0977, -1.1312, 0.7827)  0.13
C (1.2944, 0.5388, -0.9797)  0.15
C (0.5814, 1.1358, 0.2485)  0.03
C (0.3539, -1.2053, -0.5470)  -0.04
N (-2.2079, 0.7012, 0.4575)  0.08
N (-2.2720, -0.6494, -0.0703)  0.10
H (1.7752, 0.3969, 2.0876)  0.00
H (1.2358, -1.9773, 1.4605)  0.00
H (1.1265, 0.8770, -2.0578)  -0.01
H (2.3997, 0.4209, -0.9579)  0.00
H (0.7178, 2.2410, 0.3983)  0.01
H (0.6225, -2.1096, -1.0142)  0.00
H (-2.9703, 1.3932, 0.2782)  0.02
H (-3.0045, -0.8359, -0.6731)  -0.02

---

The following is a quantum chemistry calculation of an isolated ion of composition C5H6NO2 and charge +1 in a non-equilibrium geometry, from the OMol25 dataset.

The charge is +1. For the largest force on an atom, the calculation gives 6.0 eV/Å. The value obtained for the LUMO energy is -4.88 eV. The energy relative to the best compared isomer or geometry (same formula, charge and spin) is 124.9 kJ/mol.

Last column: Mulliken charge in e.
Geometry (Å):
C (-2.3691, 0.1263, -0.3340)  -0.80
C (-1.3001, -0.3652, 0.2834)  0.07
N (-0.0544, 0.2274, 0.4477)  0.12
C (0.4003, 1.5045, 0.3532)  0.12
O (1.7095, 1.4653, 0.0620)  -0.21
C (2.0366, 0.2159, -0.2580)  -0.46
C (1.1038, -0.6919, 0.0859)  0.50
O (0.9047, -1.9696, 0.1513)  -0.39
H (-3.1485, -0.4684, -0.4439)  0.32
H (-2.4497, 1.2041, -0.7347)  0.20
H (-1.2733, -1.3828, 0.5177)  0.44
H (-0.1288, 2.4593, 0.6838)  0.37
H (3.0576, 0.0061, -0.4222)  0.40
H (1.5112, -2.3309, -0.3921)  0.32

---

What is the formula in the second record? C7H8N2